# 1
C27H25N3PPdS | wB97M-V/def2-TZVPD

As for the HOMO-LUMO gap (alpha / beta): 7.72 / 6.90 eV. As for the strongest force on any atom: 0.66 eV/Å. The net charge is +1. As for the spin multiplicity: 3. For the energy above the lowest of the compared OMol25 structures with the same formula, charge and spin, the calculation gives 0.460 eV. The HOMO energy (alpha / beta) is -10.08 / -10.79 eV. The calculated total energy is -2075.3482 a.u.

Structure (XYZ):
```
58
Properties=species:S:1:pos:R:3:forces:R:3
Pd -0.24803 -0.34394 -0.80834 -0.0562 -0.1588 -0.0810
S -0.11959 -4.28098 -2.99301 0.1221 -0.2386 -0.1788
P -0.24778 -0.58555 1.59001 -0.1001 0.3677 -0.0755
N -3.07163 0.27023 -1.81779 0.1075 0.4043 0.1016
N -1.01198 1.26141 -2.21025 0.0428 0.0342 0.0193
N 1.63516 -0.90122 -1.76310 0.0750 0.1493 0.1299
C -1.69142 -4.24215 -2.34216 -0.0567 -0.1214 -0.0432
C -1.64969 3.26765 2.01992 0.0216 0.0262 -0.0378
C 2.10430 -0.33870 4.93912 -0.0093 0.0148 -0.0250
C -2.34524 1.36768 -2.23393 -0.0754 -0.1374 -0.0166
C 1.33613 0.02205 3.83806 0.0101 -0.0459 0.0633
C -0.77085 -2.26740 -1.55601 -0.3509 0.4692 0.3043
C -0.80997 3.49925 -3.03470 0.0211 0.0885 -0.0376
C 1.80305 -2.66647 4.40374 -0.0188 0.0302 -0.0364
C -2.19900 3.61784 -3.01976 -0.1357 0.1358 -0.0424
C 3.90577 -0.64377 -2.43390 0.0933 -0.0197 -0.0455
C -1.54867 1.88562 2.10980 -0.0535 -0.0048 -0.0319
C 0.58958 1.98385 1.00819 -0.0835 0.0926 0.1358
C 2.67565 -2.60515 -3.04633 0.0779 -0.1170 -0.1035
C 0.27336 -2.76964 -2.26729 0.3863 -0.1258 -0.1943
C -0.42756 1.22874 1.60385 -0.0654 0.0416 0.0777
C 1.04051 -2.31340 3.30056 0.0463 0.0120 0.0190
C -0.63284 4.00699 1.42715 -0.0479 0.0074 0.0309
C -2.97389 2.55570 -2.62028 -0.0733 0.0734 -0.0524
C -1.88812 -1.21260 2.06139 0.0661 -0.1232 0.0756
C 0.49148 3.36412 0.92538 -0.0173 0.0152 -0.0156
C 3.84669 -1.87595 -3.07498 0.0539 -0.0623 -0.0470
C 2.33575 -1.67690 5.22300 0.0047 -0.0236 -0.0013
C -0.27238 2.31024 -2.61828 0.0983 -0.2553 0.1051
C 0.79426 -0.96594 3.02029 0.1511 -0.2465 -0.0905
C 1.56587 -2.09631 -2.37937 -0.2530 -0.0063 0.0936
C 2.77554 -0.19893 -1.78895 -0.2529 -0.0585 0.0336
C -1.90955 -3.12128 -1.59418 0.0270 0.1150 0.1368
H 4.80640 -0.04485 -2.43144 -0.0473 -0.0351 -0.0049
H 1.98671 -3.71191 4.62151 -0.0120 0.0645 -0.0148
H 2.93569 -1.95163 6.08305 -0.0486 0.0180 -0.0605
H -2.63739 -0.83109 1.36792 -0.0145 0.0062 -0.0278
H -2.63502 -0.62211 -1.97033 0.1485 -0.2800 -0.0886
H 4.71560 -2.26397 -3.59248 -0.0453 0.0088 0.0229
H 0.63814 -3.08921 2.65422 0.0332 0.0605 0.0531
H 1.47599 1.48547 0.63955 0.1229 -0.0640 -0.0577
H 1.28790 3.93903 0.46805 -0.0225 -0.0286 0.0329
H -2.37987 -5.05459 -2.54137 0.1168 0.1161 0.0318
H -0.17019 4.31070 -3.35655 -0.0585 -0.0751 0.0251
H 0.80114 2.16122 -2.59647 -0.0212 -0.0212 0.0055
H -2.52560 3.76913 2.41446 0.0553 -0.0274 -0.0148
H 1.15469 1.06914 3.63013 0.0003 -0.0267 0.0070
H -0.71364 5.08610 1.36373 -0.0030 -0.0752 -0.0043
H -4.05455 2.61930 -2.60946 0.0375 0.0018 -0.0181
H -4.05654 0.28386 -2.01870 -0.0712 0.0341 -0.0214
H -2.67203 4.54241 -3.33379 0.0371 -0.0869 0.0384
H -2.35106 1.32249 2.57307 0.0611 0.0588 -0.0260
H 2.51937 0.43150 5.57877 -0.0260 -0.0459 -0.0460
H -1.87759 -2.30065 1.99129 0.0004 0.0093 0.0038
H 2.60952 -3.57012 -3.53348 0.0136 0.0483 0.0135
H -2.13413 -0.92796 3.08399 -0.0454 -0.0072 0.0012
H -2.84743 -2.94112 -1.08022 0.0729 0.0261 -0.0441
H 2.76898 0.75375 -1.27328 -0.0389 -0.0110 0.0236
```
Positions in Å, forces in eV/Å.

natural (NBO) population analysis, charges in e, atoms 1 to 5: 0.86 0.47 0.93 -0.81 -0.57

***

# 2
C27H25Si | wB97M-V/def2-TZVPD

As for the HOMO-LUMO gap: 3.49 eV. As for the strongest force on any atom: 4.97 eV/Å. The net charge is +1. As for the spin multiplicity: 1. The HOMO energy is -10.16 eV. The calculated total energy is -1333.0573 a.u.

Structure (XYZ):
```
53
Properties=species:S:1:pos:R:3:forces:R:3
Si -0.06851 -0.57951 -4.23622 -0.8290 0.6588 4.8512
C 2.85201 -0.69942 2.47703 -0.0544 -0.6368 -0.2663
C -1.35328 -1.04381 3.08148 -0.3359 0.2289 0.0494
C -3.76206 0.92601 -2.67173 0.3491 -0.1556 -0.1371
C 1.21442 2.49202 1.73154 0.3830 0.2310 0.2564
C 1.35976 -2.59056 2.04181 0.4669 -0.0084 0.2236
C -3.01339 0.89109 1.88444 0.1718 -0.3297 0.2533
C 2.81212 0.77151 2.37888 -0.4056 0.2702 -0.4337
C 3.85099 1.70610 2.39497 -0.3530 -0.2276 0.1398
C 1.23824 0.63096 -3.71876 0.5470 -0.0178 -1.0261
C -2.47267 0.37607 -2.60904 0.0551 -0.0569 -0.0324
C 3.93453 -1.56879 2.65348 -0.4211 0.1807 0.3004
C 0.64357 -0.09343 1.77171 0.1528 0.1245 0.6351
C 0.21908 -2.22786 -3.44087 0.4198 -0.4706 -0.9491
C 2.43485 -3.46256 2.28944 -0.2001 0.4057 0.0661
C 3.69872 -2.94731 2.62268 -0.2432 0.0569 -0.2821
C 1.49774 1.16387 2.03404 0.3053 -0.2259 -0.1061
C -1.75478 0.09518 -3.79572 -0.3983 -0.0768 -1.7269
C -0.82212 -0.12305 2.17109 0.2038 0.0131 0.4866
C -3.53502 -0.01987 2.81695 -0.1420 -0.2163 -0.2835
C -2.72435 -1.01089 3.38797 0.0871 0.2561 -0.4619
C -3.65138 0.90364 -5.08313 -0.0919 -0.0033 -0.5493
C 2.24029 3.45173 1.83911 0.2298 -0.4086 0.0971
C -4.34289 1.18834 -3.90924 0.2943 -0.0827 -0.3952
C -2.38089 0.35380 -5.03721 -0.0057 0.1571 0.8189
C 3.55034 3.05277 2.17334 -0.2305 -0.0307 -0.2794
C -1.65768 0.81784 1.56612 -0.3852 -0.0086 0.0910
C 1.57468 -1.22451 2.18250 0.2216 0.3886 -0.3383
H 0.21496 2.78363 1.41035 0.3206 0.0781 0.1721
H 4.35663 3.79047 2.19960 -0.3367 -0.2079 0.0080
H 4.87238 1.34866 2.54247 -0.2386 0.3436 0.1087
H 4.92885 -1.15303 2.83356 -0.2525 -0.3127 0.0191
H 4.51107 -3.63763 2.82441 -0.0451 0.0842 -0.0797
H -2.06857 0.17991 -1.61929 0.1578 -0.0366 -0.1616
H 0.72944 1.33749 -3.05400 -0.1462 -0.0826 -0.2048
H -1.84647 0.12795 -5.96657 -0.2191 0.1367 -0.0666
H -3.17653 -1.78961 4.01469 0.2988 0.5055 -0.0938
H 0.18272 -3.06569 -4.13763 0.0036 -0.2713 0.2249
H -0.58654 -2.34460 -2.70861 -0.0945 0.1138 -0.1998
H 2.27370 -4.53954 2.21126 0.1569 0.3201 0.0868
H 0.61099 -0.13442 0.69737 0.0688 -0.1141 -0.8664
H 1.68022 1.18412 -4.54669 0.2078 0.2592 0.1661
H -1.21794 1.51329 0.85365 -0.2282 -0.1385 0.0295
H 0.37530 -2.95496 1.73871 0.3327 -0.0328 0.1356
H -4.32668 1.15384 -1.76036 0.4193 -0.1827 -0.3109
H -3.65667 1.63524 1.39945 0.2553 -0.3052 0.3148
H 2.03498 0.10522 -3.17090 -0.2291 0.0307 -0.3504
H -5.33148 1.61757 -3.99308 -0.0272 0.0096 0.1689
H 1.19618 -2.22650 -2.93320 -0.2371 0.0418 -0.3375
H -0.70330 -1.77527 3.56534 -0.2060 0.2056 -0.2028
H -4.60467 0.00254 3.04335 0.3881 -0.0008 -0.0120
H -4.07388 1.10355 -6.06671 -0.1546 0.0222 0.3354
H 2.04295 4.50841 1.62616 0.0136 -0.4813 0.1151
```
Positions in Å, forces in eV/Å.

natural (NBO) population analysis, charges in e, atoms 1 to 5: 1.97 0.01 -0.23 -0.17 -0.16

***

# 3
C27H26B2F4N4O6PTi | wB97M-V/def2-TZVPD

As for the HOMO-LUMO gap (alpha / beta): 8.08 / 6.35 eV. As for the strongest force on any atom: 1.50 eV/Å. The net charge is +2. As for the spin multiplicity: 2. For the energy above the lowest of the compared OMol25 structures with the same formula, charge and spin, the calculation gives 0.365 eV. The HOMO energy (alpha / beta) is -14.79 / -15.03 eV. The calculated total energy is -3354.5728 a.u.

Structure (XYZ):
```
71
Properties=species:S:1:pos:R:3:forces:R:3
Ti 0.11135 -1.02235 0.77838 1.3645 0.5217 0.3433
P -1.81412 1.70014 -0.51872 -0.6846 0.1449 0.1227
F -0.76381 -3.77540 -2.55436 -0.0477 -0.1859 -0.0665
F 0.98807 3.58302 2.32126 0.0138 0.1430 0.1368
F 0.53556 -2.69995 0.47286 -0.1370 -0.0596 -0.3472
F 1.58019 -0.11278 1.11495 0.0527 -0.1197 0.2221
O -1.69378 -2.20626 -1.19411 -0.2224 0.3756 0.0085
O 1.17268 2.83529 0.16543 -0.0385 -0.1701 -0.1688
O -0.65854 -1.29678 2.37387 -0.6556 -0.1250 -0.0446
O -0.31733 1.78839 1.83168 -0.2705 -0.0040 -0.1958
O -2.25201 -2.86415 2.68618 -0.0732 -0.0655 0.0938
O 0.58816 -1.97581 -2.16992 -0.0250 0.3609 0.0818
N 0.83155 -0.82177 -1.41941 0.0383 -0.4052 0.1172
N -1.09137 0.96082 0.99645 0.4355 0.0480 -0.4543
N 0.84919 1.77059 -0.68956 0.1196 -0.0108 -0.1944
N -1.67379 -1.12405 -0.37753 -0.3832 -0.7497 -0.0471
C 2.32197 -0.20546 -3.29104 -0.0912 -0.0274 -0.0141
C -4.61578 1.28392 0.22866 -0.0057 0.0371 0.0132
C -2.99495 -0.80494 0.10262 0.0433 0.3612 0.3157
C -1.94304 -1.77484 2.34357 0.2530 0.1902 0.0543
C -3.14417 2.02094 -2.75640 -0.0307 0.0706 0.0401
C -5.36294 -0.19094 2.09442 -0.0267 -0.0452 -0.0156
C -2.90014 0.99914 -4.91948 0.0179 0.0010 0.0464
C -1.84630 3.46721 -0.38322 0.1676 0.0023 0.2246
C -2.89670 -0.75188 1.74168 -0.0501 -0.1989 -0.4793
C -4.26201 -0.91080 2.34113 -0.0300 0.0144 0.0577
C -2.76378 1.55621 2.86954 0.0091 0.0885 0.0156
C -5.54313 0.84862 1.09103 0.0387 0.0034 -0.0050
C 3.30662 1.64392 -0.99677 0.0040 0.0296 -0.0039
C -4.08628 -1.58372 -0.56136 -0.0453 -0.0705 -0.0442
C -2.45879 5.48647 0.77778 0.0024 -0.0931 -0.0309
C -1.82099 6.23168 -0.20353 0.0046 -0.0154 -0.0129
C 1.89276 1.22453 -1.18950 -0.1346 0.2866 0.1377
C -1.21651 4.22638 -1.37699 0.0828 -0.0492 -0.0289
C -1.20807 5.60300 -1.28221 -0.0100 0.0426 0.0348
C -2.48547 0.72600 1.63752 0.0746 0.0635 0.2612
C -2.00084 1.34991 -2.29856 0.2854 -0.0552 0.0834
C -3.58694 1.83794 -4.05509 0.0129 -0.0032 -0.0046
C 1.62957 -0.00280 -1.99223 0.1091 -0.0735 0.1421
C -1.75924 0.35131 -4.47587 -0.0378 0.0313 0.0223
C -1.31216 0.52442 -3.17373 0.0417 -0.1060 -0.0644
C -2.47144 4.10371 0.69429 -0.0726 0.0742 -0.0698
C -3.20621 0.84077 0.27427 -0.1145 -0.2854 -0.1231
B 0.60367 2.73411 1.40904 0.0107 -0.2515 -0.1545
B -0.58325 -2.65451 -1.93058 0.1462 0.1939 0.1152
H -5.05548 -1.24715 -0.21689 -0.0183 -0.0229 -0.0137
H 3.38398 2.60399 -0.49541 -0.0235 -0.0690 -0.0378
H -3.98321 -2.64501 -0.33694 -0.0035 -0.0082 0.0037
H 3.81956 0.88216 -0.40405 0.0070 0.0006 0.0192
H -3.00576 3.54012 1.44107 -0.0146 -0.0553 0.0604
H -4.03439 -1.45397 -1.64237 -0.0065 0.0063 -0.0276
H 2.36794 0.73334 -3.84139 0.0105 0.0293 -0.0089
H 3.34910 -0.51870 -3.08570 0.0249 -0.0265 -0.0198
H -3.80774 1.86717 2.88538 0.0404 -0.0300 0.0012
H -0.42487 0.00569 -2.87397 -0.1908 0.1012 -0.0466
H -4.46352 2.37157 -4.39108 -0.0535 0.0252 -0.0206
H -2.12906 2.43006 2.95157 -0.0165 0.0289 -0.0235
H -4.91295 1.99921 -0.52481 0.0471 0.0444 -0.0307
H -3.67691 2.72201 -2.12882 -0.0104 -0.0057 0.0293
H -6.53942 1.26176 1.00439 -0.0387 0.0082 0.0024
H -0.73399 3.74401 -2.21759 0.0014 -0.0267 0.0119
H -6.24549 -0.44843 2.66654 -0.0072 -0.0009 -0.0005
H -2.95343 5.97786 1.60261 -0.0141 0.0234 0.0322
H -0.72333 6.19151 -2.04697 0.0264 0.0199 -0.0353
H -4.33473 -1.72200 3.05461 0.0358 0.0117 0.0307
H -1.80807 7.30984 -0.13288 0.0013 0.0476 -0.0059
H -3.24623 0.86228 -5.93303 -0.0203 -0.0068 -0.0585
H -1.20711 -0.29441 -5.14359 0.0258 -0.0306 -0.0325
H 1.84694 -0.97500 -3.89258 0.0136 0.0091 0.0395
H -2.58191 0.94772 3.75578 -0.0005 -0.0068 0.0102
H 3.80392 1.69303 -1.96552 0.0428 0.0188 0.0007
```
Positions in Å, forces in eV/Å.

Mulliken population analysis, charges in e, atoms 1 to 5: 0.32 1.83 -0.13 -0.13 -0.46